The following is a quantum chemistry calculation of a molecular structure, C52H43GeIrO2S2 in a non-equilibrium geometry, from the OMol25 dataset.

Geometry (Å):
Ir1 1.58156 -0.33927 -0.40829
C1 4.00656 -2.15941 1.25154
C2 3.44975 -1.10754 1.96501
C3 3.21204 0.15467 1.37432
C4 3.64616 0.35933 0.04011
C5 4.07341 -0.75468 -0.72194
C6 4.29424 -1.99410 -0.09318
H1 4.23437 -3.09235 1.74946
H2 3.23809 -1.23532 3.01692
H3 2.89910 1.00389 1.97294
H4 3.74130 1.35995 -0.37230
H5 4.43162 -0.59883 -1.73178
H6 4.73972 -2.80226 -0.66129
C7 2.81283 -5.32461 -6.00350
C8 2.29478 -4.45782 -4.90190
C9 0.93935 -4.48074 -4.54930
C10 0.44687 -3.71928 -3.51047
C11 1.34879 -2.88084 -2.83611
C12 2.71232 -2.85286 -3.13817
C13 3.16769 -3.63056 -4.18012
S1 0.62557 -2.00009 -1.53583
O1 -0.40114 -2.74396 -0.85883
C14 0.18698 -0.35972 -2.06893
C15 1.09126 0.23305 -3.04494
C16 0.79167 1.38726 -3.66410
C17 -0.45636 2.05540 -3.39078
C18 -0.79858 3.21957 -4.05898
C19 -1.99947 3.85448 -3.77957
C20 -2.86832 3.37389 -2.77873
C21 -2.56214 2.23263 -2.10326
C22 -1.36881 1.49717 -2.41852
C23 -1.09077 0.28383 -1.80186
C24 -2.07137 -0.33326 -0.88567
C25 -3.37397 -0.67714 -1.33661
C26 -3.72486 -0.71397 -2.71304
C27 -4.98388 -1.07828 -3.08921
C28 -5.96237 -1.41530 -2.12200
C29 -5.65366 -1.39761 -0.79377
C30 -4.35229 -1.03984 -0.36716
C31 -4.01820 -1.02851 1.00694
C32 -2.74598 -0.76723 1.42992
C33 -1.77087 -0.44737 0.45872
S2 -0.14014 -0.22987 1.03933
O2 0.05596 1.15910 1.56383
C34 0.00963 -1.36825 2.35657
C35 -0.45523 -2.68245 2.25412
C36 -0.32239 -3.51326 3.34940
C37 0.25551 -3.06853 4.54384
C38 0.38853 -3.98025 5.72181
C39 0.71402 -1.74568 4.60850
C40 0.60830 -0.89568 3.52639
H7 2.00601 -5.74428 -6.59873
H8 3.38641 -6.15020 -5.57483
H9 3.48278 -4.76585 -6.65676
H10 0.25966 -5.12033 -5.09784
H11 -0.59780 -3.76873 -3.23322
H12 3.39915 -2.24414 -2.57051
H13 4.21916 -3.61777 -4.43820
H14 1.98165 -0.31422 -3.32977
H15 1.47608 1.81360 -4.38661
H16 -0.12927 3.63010 -4.80406
H17 -2.26276 4.74946 -4.33100
H18 -3.77463 3.91527 -2.54417
H19 -3.21656 1.88649 -1.31542
H20 -2.99232 -0.46993 -3.47250
H21 -5.24555 -1.11465 -4.13850
H22 -6.95577 -1.69383 -2.44745
H23 -6.39297 -1.66721 -0.05057
H24 -4.78819 -1.25279 1.73510
H25 -2.49879 -0.79530 2.48209
H26 -0.93159 -3.04653 1.35649
H27 -0.69623 -4.52750 3.28789
H28 -0.34473 -4.78322 5.69012
H29 0.27993 -3.43657 6.65887
H30 1.38154 -4.43768 5.72085
H31 1.14558 -1.37783 5.53201
H32 0.96447 0.12365 3.60177
Ge1 -0.53877 2.68895 2.89185
C41 -1.44132 3.80475 1.65548
C42 -0.78146 4.48002 0.61973
C43 -1.47922 5.35173 -0.19687
C44 -2.84094 5.56009 0.00724
C45 -3.50973 4.88240 1.01651
C46 -2.81277 4.00494 1.83641
C47 1.18661 3.03573 3.59485
C48 1.57259 2.39876 4.78279
C49 2.79760 2.67634 5.36772
C50 3.65107 3.60124 4.77577
C51 3.27380 4.25370 3.60710
C52 2.04834 3.98076 3.02152
H33 -1.44715 1.85152 3.78623
H34 0.28337 4.35014 0.46134
H35 -0.95883 5.90295 -0.97003
H36 -3.37612 6.27368 -0.60667
H37 -4.56410 5.05800 1.18348
H38 -3.34318 3.50603 2.64038
H39 0.89224 1.71655 5.28402
H40 3.07833 2.20296 6.29915
H41 4.59735 3.83731 5.24425
H42 3.92772 4.99903 3.17407
H43 1.75217 4.53491 2.13908

Values from the calculation:
**Orbital gap (alpha / beta)**: 0.172 / 0.172 Ha
**Electronic energy**: -5133.91820 Eh
**HOMO (alpha / beta)**: -18.03 / -18.03 eV
**Net charge**: +4
**Molar mass**: 1028.9 g/mol

Löwdin population analysis, charges in e, atoms 1 to 2: 1.03, 0.00